Entry 1:
ORCA calculation (ωB97M-V/def2-TZVPD) on C22H15BrNO3ReSSbSe4 as an isolated structure.

## Properties
LUMO (alpha / beta) = -0.086 / -0.099 Eh
multiplicity = 2
frontier orbital gap (alpha / beta) = 5.68 / 5.25 eV
ΔE to the lowest compared entry with this formula, charge and spin = 0.00 kcal/mol

```
49
C22H15BrNO3ReSSbSe4 ωB97M-V/def2-TZVPD
Re 1.387 0.039 -1.110
O 2.732 -0.078 0.500
N 2.296 0.297 1.709
C 2.861 -0.285 2.784
C 2.521 0.132 4.042
C 1.581 1.153 4.185
C 0.997 1.703 3.069
C 1.355 1.253 1.795
S 0.687 1.843 0.315
H 3.573 -1.061 2.550
H 2.976 -0.345 4.897
H 1.299 1.499 5.169
H 0.248 2.479 3.142
Se 3.806 -2.790 -4.757
Sb 2.550 -0.827 -4.432
Se 3.453 0.226 -2.157
Se 0.646 -1.492 -2.668
Se 1.842 0.792 -5.986
Br -1.775 -3.865 6.077
C -1.281 -3.360 4.321
C -1.120 -4.337 3.350
C -0.759 -3.958 2.069
C -0.546 -2.616 1.767
C -0.716 -1.651 2.751
C -1.091 -2.017 4.032
C -0.156 -2.255 0.371
O -0.275 -3.046 -0.534
O 0.362 -1.050 0.280
H -1.279 -5.378 3.595
H -0.638 -4.695 1.287
H -0.577 -0.606 2.505
H -1.240 -1.271 4.800
C -3.858 1.556 -2.759
C -3.247 0.598 -1.931
C -1.888 0.572 -1.782
C -1.048 1.501 -2.447
C 0.389 1.498 -2.339
C 1.089 2.494 -2.980
C 0.453 3.475 -3.767
C -0.897 3.467 -3.913
C -1.676 2.483 -3.256
C -3.083 2.477 -3.401
H -4.933 1.560 -2.881
H -3.854 -0.130 -1.408
H -1.461 -0.173 -1.125
H 2.164 2.546 -2.895
H 1.063 4.216 -4.266
H -1.398 4.204 -4.529
H -3.533 3.227 -4.041
```

=====

Entry 2:
ORCA calculation (ωB97M-V/def2-TZVPD) on C5H10O2 in the gas phase.

## Properties
LUMO = 0.034 Eh
frontier orbital gap = 10.96 eV
SMILES = CC[C@@H](O)CC=O
ΔE to the lowest compared entry with this formula, charge and spin = 31.21 kcal/mol

```
17
C5H10O2 ωB97M-V/def2-TZVPD
C -2.338 -0.640 -0.321
C -1.210 0.385 -0.484
C 0.013 0.001 0.362
O 0.268 -1.351 0.066
C 1.272 0.865 0.093
C 2.613 0.196 0.333
O 2.792 -0.930 0.745
H -3.120 -0.498 -1.074
H -1.932 -1.647 -0.434
H -2.809 -0.577 0.667
H -0.905 0.417 -1.538
H -1.567 1.390 -0.220
H -0.260 0.128 1.426
H 1.111 -1.575 0.491
H 1.278 1.768 0.724
H 1.296 1.244 -0.939
H 3.496 0.825 0.103
```

=====

Entry 3:
ORCA calculation (ωB97M-V/def2-TZVPD) on C5H4N2 in the gas phase.

## Properties
LUMO = 0.026 Eh
frontier orbital gap = 9.61 eV
SMILES = C#Cc1ccn[nH]1
ΔE to the lowest compared entry with this formula, charge and spin = 120.47 kcal/mol

```
11
C5H4N2 ωB97M-V/def2-TZVPD
C 2.686 -0.495 0.355
C 1.579 -0.235 -0.040
C 0.188 0.010 -0.218
C -0.763 -0.986 -0.546
C -1.956 -0.331 -0.020
N -1.745 0.877 0.457
N -0.432 1.102 0.285
H 3.666 -0.710 0.716
H -0.229 -0.502 -1.546
H -2.943 -0.757 0.153
H -0.050 2.026 0.402
```

=====

Entry 4:
ORCA calculation (ωB97M-V/def2-TZVPD) on C4H8N2O as an isolated structure.

## Properties
LUMO = 0.031 Eh
frontier orbital gap = 9.79 eV
ΔE to the lowest compared entry with this formula, charge and spin = 122.45 kcal/mol

```
15
C4H8N2O ωB97M-V/def2-TZVPD
N -2.063 -0.710 0.109
C -0.887 0.017 0.023
C 0.305 -0.601 -0.690
C 1.600 0.193 -0.558
O 2.064 0.221 0.778
C -1.041 1.517 -0.033
N -0.592 1.313 1.153
H -2.076 -1.534 0.695
H -2.902 -0.154 0.194
H -0.385 0.145 1.319
H 0.030 -0.671 -1.752
H 0.465 -1.625 -0.335
H 1.459 1.206 -0.960
H 2.378 -0.294 -1.156
H 1.645 0.976 1.213
```

=====

Entry 5:
ORCA calculation (ωB97M-V/def2-TZVPD) on an isolated ion of composition C4H9O2 and charge +1.

## Properties
LUMO (alpha / beta) = -0.191 / -0.232 Eh
frontier orbital gap (alpha / beta) = 10.30 / 8.01 eV
net charge = +1
ΔE to the lowest compared entry with this formula, charge and spin = 141.96 kcal/mol

```
15
C4H9O2 ωB97M-V/def2-TZVPD
C -1.665 0.418 0.099
C -0.435 0.443 -0.916
C 0.876 -1.547 -0.243
C 1.433 0.526 0.729
O -1.876 -0.831 0.407
O 0.797 -0.217 -0.377
H -1.476 1.107 1.002
H -2.495 0.711 -0.495
H -0.616 -0.233 -1.732
H -0.373 1.374 -1.450
H 1.043 -1.769 0.820
H 0.086 -2.127 -0.703
H 1.641 1.424 0.277
H 0.690 0.661 1.402
H 2.370 0.059 1.179
```

=====

Entry 6:
ORCA calculation (ωB97M-V/def2-TZVPD) on C25H27KN7O6S as an isolated structure.

## Properties
LUMO = 0.063 Eh
frontier orbital gap = 6.01 eV
net charge = -1
ΔE to the lowest compared entry with this formula, charge and spin = 52.45 kcal/mol

```
67
C25H27KN7O6S ωB97M-V/def2-TZVPD
K -0.505 0.953 -0.136
O 2.337 0.778 3.721
C 1.936 1.253 2.513
O 1.130 2.130 2.408
C 2.678 0.561 1.391
O 2.038 0.845 0.194
C 2.698 0.250 -0.923
C 1.880 0.359 -2.228
O 2.564 0.287 -3.258
O 0.639 0.455 -2.112
H 1.812 1.262 4.373
H 2.714 -0.517 1.599
H 3.715 0.938 1.406
H 2.848 -0.820 -0.721
H 3.673 0.724 -1.077
C -3.648 -2.911 1.443
C -2.404 -2.074 1.485
N -2.278 -0.954 0.878
N -3.339 -0.592 0.075
C -3.380 0.721 -0.140
O -2.735 1.634 0.409
C -4.365 1.121 -1.219
C -4.215 2.369 -1.813
C -5.072 2.770 -2.827
C -6.102 1.937 -3.243
C -6.262 0.695 -2.644
C -5.393 0.286 -1.644
C -1.223 -2.585 2.233
C -1.201 -3.924 2.636
C -0.101 -4.426 3.306
C 0.958 -3.577 3.562
C 0.851 -2.264 3.123
N -0.193 -1.765 2.482
H -4.485 -2.277 1.159
H -3.575 -3.710 0.700
H -3.850 -3.374 2.410
H -3.411 3.009 -1.477
H -4.935 3.740 -3.291
H -6.776 2.254 -4.029
H -7.063 0.038 -2.963
H -5.487 -0.687 -1.182
H -2.035 -4.568 2.401
H -0.071 -5.465 3.611
H 1.853 -3.908 4.070
H 1.667 -1.576 3.311
S 1.324 -3.692 -0.239
C 2.909 -3.948 0.041
N 3.667 -4.675 -0.871
C 4.996 -4.886 -0.773
C 5.669 -4.393 0.296
C 4.872 -3.673 1.232
N 3.598 -3.457 1.137
H 3.146 -5.004 -1.672
H 5.450 -5.449 -1.577
H 6.729 -4.531 0.422
H 5.355 -3.257 2.113
C -1.488 3.452 -5.713
N -0.902 2.669 -4.653
C -0.415 1.333 -4.946
C -0.890 3.152 -3.428
N -0.890 3.614 -2.370
H -2.289 2.889 -6.204
H -0.736 3.716 -6.465
H -1.909 4.366 -5.301
H -1.237 0.720 -5.326
H -0.006 0.890 -4.037
H 0.378 1.385 -5.697
```

=====

Entry 7:
ORCA calculation (ωB97M-V/def2-TZVPD) on C31H66GeN5O2OsPSSi4 as an isolated structure.

## Properties
LUMO (alpha / beta) = -0.372 / -0.398 Eh
multiplicity = 2
frontier orbital gap (alpha / beta) = 5.28 / 4.60 eV
net charge = +3

```
112
C31H66GeN5O2OsPSSi4 ωB97M-V/def2-TZVPD
Os 0.156 0.102 0.326
C 2.906 -0.729 -2.383
Si 3.255 -0.879 -0.556
C 4.815 -0.014 -0.024
C 3.379 -2.683 -0.149
O 1.936 -0.194 0.318
H 3.542 -1.438 -2.913
H 3.101 0.252 -2.804
H 1.873 -0.994 -2.614
H 5.442 -0.700 0.544
H 4.650 0.864 0.596
H 5.389 0.295 -0.896
H 4.178 -3.081 -0.777
H 2.479 -3.255 -0.378
H 3.660 -2.878 0.884
N -0.969 -2.822 0.700
C -1.845 -2.048 0.017
N -1.619 -0.758 -0.258
C -2.701 -0.233 -1.019
C -2.821 1.051 -1.527
C -3.979 1.375 -2.214
C -5.008 0.453 -2.395
C -4.899 -0.826 -1.891
C -3.734 -1.149 -1.211
S -3.320 -2.697 -0.538
H 0.015 -2.675 0.504
H -1.208 -3.803 0.765
H -2.033 1.768 -1.372
H -4.098 2.363 -2.624
H -5.898 0.740 -2.934
H -5.687 -1.551 -2.026
C -1.294 -3.087 4.198
Si 0.218 -2.016 4.242
C 0.492 -1.315 5.928
C 1.713 -2.769 3.412
Ge -0.263 0.024 2.688
Si -2.438 1.097 3.058
C -2.329 2.693 2.086
C -3.796 -0.022 2.444
C -2.533 1.341 4.898
Si 1.582 1.540 3.706
C 3.138 0.531 3.748
C 1.055 2.187 5.367
C 1.590 2.899 2.431
H -1.261 -3.678 5.118
H -1.293 -3.778 3.361
H -2.234 -2.538 4.208
H 0.809 -2.150 6.561
H -0.429 -0.918 6.354
H 1.263 -0.556 5.984
H 1.506 -3.808 3.154
H 2.569 -2.760 4.085
H 2.010 -2.245 2.504
H -1.676 2.595 1.217
H -1.946 3.510 2.698
H -3.321 2.985 1.738
H -3.930 0.054 1.366
H -4.736 0.280 2.909
H -3.631 -1.067 2.709
H -1.721 1.949 5.290
H -2.533 0.379 5.415
H -3.468 1.841 5.152
H 3.143 -0.176 4.575
H 3.978 1.213 3.900
H 3.314 -0.009 2.819
H 0.452 1.512 5.964
H 0.514 3.127 5.265
H 1.967 2.385 5.934
H 1.563 2.538 1.402
H 2.514 3.467 2.570
H 0.754 3.580 2.585
O 0.294 2.105 -0.577
P 0.762 3.123 -1.602
N 2.214 3.770 -1.249
C 2.705 5.130 -1.585
C 4.122 5.152 -1.026
C 4.575 3.704 -1.144
C 3.323 2.936 -0.749
N 0.879 2.376 -3.068
C 1.727 2.851 -4.183
C 1.199 2.087 -5.386
C 0.791 0.749 -4.779
C 0.148 1.157 -3.461
N -0.259 4.419 -1.704
C -1.510 4.564 -0.929
C -2.493 5.091 -1.957
C -1.645 6.095 -2.715
C -0.273 5.421 -2.804
H 2.065 5.888 -1.139
H 2.719 5.271 -2.668
H 4.109 5.460 0.020
H 4.755 5.845 -1.574
H 5.413 3.470 -0.490
H 4.868 3.469 -2.168
H 3.244 2.850 0.337
H 3.264 1.940 -1.174
H 2.770 2.592 -3.969
H 1.676 3.933 -4.293
H 1.948 1.995 -6.169
H 0.331 2.599 -5.804
H 1.675 0.135 -4.594
H 0.107 0.184 -5.407
H 0.219 0.400 -2.675
H -0.910 1.398 -3.600
H -1.337 5.323 -0.156
H -1.774 3.643 -0.437
H -3.381 5.529 -1.504
H -2.794 4.286 -2.626
H -1.567 7.025 -2.153
H -2.036 6.330 -3.702
H 0.533 6.139 -2.675
H -0.136 4.916 -3.761
```

=====

Entry 8:
ORCA calculation (ωB97M-V/def2-TZVPD) on a 2-piece molecular cluster, C5H10O2 overall.

## Properties
LUMO = 0.026 Eh
frontier orbital gap = 10.42 eV
SMILES = C=CCCC=O.O
ΔE to the lowest compared entry with this formula, charge and spin = 62.21 kcal/mol

```
17
C5H10O2 ωB97M-V/def2-TZVPD
C -0.274 -0.148 1.306
C 0.728 -0.346 0.454
C 1.088 0.790 -0.507
C 0.514 0.699 -1.918
C 0.852 -0.601 -2.614
O 1.526 -0.681 -3.604
H -0.610 -0.949 1.960
H -0.950 0.690 1.245
H 1.042 -1.297 0.045
H 2.183 0.785 -0.519
H 0.902 1.765 -0.058
H 1.054 1.425 -2.533
H -0.565 0.859 -1.918
H 0.560 -1.526 -2.072
O -2.432 -0.220 3.558
H -2.462 -0.987 2.981
H -3.156 -0.259 4.193
```